ORCA calculation (wB97M-V/def2-TZVPD) on 10 unconnected molecules or ions with the total composition C26H60N22O14 at a distorted geometry.

Values from the calculation:
Calculated total energy in eV: -89390.544
Net charge: 0
Molar mass in g mol⁻¹: 904.91
Multiplicity: 1
HOMO-LUMO gap in Eh: 0.3183

XYZ file:
```
122
Properties=species:S:1:pos:R:3:forces:R:3:mulliken_charge:R:1
H -5.450 0.226 5.986 -0.1 0.0 0.1 0.129
O 6.214 2.121 -6.376 0.0 0.0 0.0 -0.685
C 1.024 0.263 -3.985 -0.5 -0.1 0.2 0.320
H 3.313 0.626 -3.269 0.1 0.1 0.0 0.113
H -7.978 2.333 5.901 0.0 0.0 0.0 0.219
H 3.520 -0.862 -4.160 0.2 -0.1 -0.2 0.716
H 0.701 -5.275 2.551 -0.3 0.0 0.0 0.413
N -5.362 1.496 10.339 -0.1 -0.1 0.1 -0.298
O 0.133 8.051 -3.979 0.0 -0.1 0.1 -0.722
H -5.793 1.417 9.431 0.0 0.0 -0.2 0.202
C -4.796 -0.342 4.076 0.1 0.1 0.0 0.676
N 4.183 2.756 -5.576 0.3 0.0 0.0 -0.192
H 3.755 -2.166 -2.194 0.0 -0.3 0.1 0.387
H 7.124 3.516 -4.538 0.0 0.0 0.0 0.198
H 0.973 5.435 -2.504 0.2 0.1 -0.1 0.282
H 1.110 1.245 -3.530 0.2 0.3 -0.2 0.034
H -4.336 1.361 12.665 0.0 0.0 0.0 0.158
N -1.481 1.908 1.521 -0.4 0.0 0.0 -0.551
H -0.485 -4.829 -0.858 0.1 0.1 -0.2 0.337
C 3.762 -1.098 -2.042 -0.3 0.3 -0.2 -0.886
O 1.788 3.279 1.222 0.0 0.1 0.6 -0.625
C -5.374 0.382 11.126 0.0 0.2 0.1 0.609
N -5.309 -0.520 5.327 0.0 0.1 -0.1 -0.278
C 1.693 2.764 0.142 -0.1 0.9 0.2 0.240
N -4.770 0.515 12.351 0.0 0.0 0.0 -0.385
H 3.014 1.368 -1.516 -0.1 0.2 0.0 0.540
H -1.833 -0.568 2.902 -0.3 0.0 0.2 0.111
C -3.996 1.114 -5.922 0.0 0.1 0.0 0.609
C 2.513 -1.510 0.187 0.1 0.2 -0.4 0.802
H -4.577 1.717 4.400 0.0 0.0 0.1 0.158
C 5.138 -6.855 2.745 0.1 0.0 0.0 0.614
C -7.877 1.293 7.641 -0.3 -0.2 0.2 0.733
C 2.909 -2.971 0.184 0.1 0.4 0.4 -1.683
H -0.939 -5.306 0.766 -0.1 0.0 0.1 0.348
H -0.582 -1.104 -4.463 0.0 -0.2 -0.1 0.328
H 5.597 4.021 -3.902 0.0 0.0 0.0 0.167
O 4.960 -2.344 -5.252 0.0 0.0 0.1 -0.604
H 4.026 -4.531 -4.525 -0.1 0.0 0.0 0.186
C 4.878 -3.343 -5.941 -0.1 -0.1 -0.1 0.625
H 2.155 -4.343 2.379 0.2 0.0 0.0 0.419
H -9.626 0.979 8.737 0.0 0.0 0.0 0.169
N -1.656 6.934 -3.127 0.1 0.1 -0.1 -0.298
H -0.908 0.592 -4.762 -0.1 0.1 -0.1 0.464
C -0.432 -0.100 -4.079 0.1 0.1 0.1 -1.598
H -3.547 2.619 -4.633 0.0 0.0 0.0 0.219
H 2.054 -5.916 1.618 0.1 -0.1 0.0 0.543
C -0.464 1.455 1.800 0.4 0.1 0.1 0.670
H 4.786 -0.733 -2.017 0.2 -0.2 0.2 0.215
H -0.941 -0.006 -3.123 0.0 -0.1 0.2 0.324
H 3.615 3.260 -4.920 -0.2 -0.1 0.0 0.097
C 2.980 -0.667 -0.830 0.2 -0.2 0.5 0.586
H -1.570 -1.926 3.973 0.0 0.0 0.3 0.496
C 1.705 -0.954 1.194 -0.3 0.2 0.6 -0.314
N -4.203 2.336 -5.336 0.0 0.0 0.0 -0.355
H 0.935 6.335 -4.607 0.0 0.2 -0.1 0.147
H -0.535 -2.956 2.245 0.2 -0.2 -0.2 0.209
H -2.608 6.928 -2.815 0.0 0.0 0.0 0.176
H -4.767 -0.289 12.949 0.0 0.0 0.0 0.227
N 5.301 -3.362 -7.243 0.0 0.0 0.0 -0.434
C 1.451 0.408 1.160 0.2 -0.1 -0.4 0.474
C 1.842 -3.951 -0.268 0.2 -0.2 -0.3 0.239
N 1.116 5.428 -5.010 0.0 0.0 -0.2 -0.270
O -4.633 -1.255 3.283 0.0 -0.1 0.0 -0.661
H -4.068 1.124 2.857 0.1 0.0 0.0 0.206
H 1.591 -2.592 2.225 0.0 -0.1 0.3 0.300
H -2.749 9.215 -3.341 0.0 0.0 0.0 0.153
C 1.493 -5.017 1.853 -0.3 0.1 0.2 -1.502
H 3.751 -7.635 4.009 0.0 0.0 0.0 0.208
C -0.112 -5.253 0.062 -0.4 -0.1 0.5 -1.120
O 1.722 -0.661 -3.167 0.1 -0.4 0.0 -0.257
H 5.362 -8.128 4.393 0.0 0.0 0.0 0.171
N 1.092 4.519 -2.898 -0.5 0.4 -1.7 -0.270
H 4.277 -5.349 -6.027 0.0 0.0 0.0 0.162
H -1.133 6.077 -3.094 0.0 -0.1 0.0 0.112
C 2.673 0.677 -0.767 0.1 -0.2 0.1 -0.548
O 0.686 0.976 2.163 -0.2 -0.1 0.0 -0.408
H 1.442 0.286 -4.992 0.3 0.1 -0.1 0.288
N -4.912 0.764 -6.881 0.0 0.0 0.0 -0.423
H -5.558 -1.454 5.592 0.0 0.0 0.0 0.176
O -5.896 -0.663 10.774 -0.1 0.0 0.0 -0.638
H 3.696 -3.085 -0.539 0.3 -0.1 -0.1 0.654
N 6.484 -6.846 2.509 0.0 0.0 0.0 -0.435
O 1.841 -4.296 -1.430 -0.3 0.2 -0.1 -0.618
O -6.670 1.080 7.605 0.3 0.2 -0.2 -0.772
O 1.488 3.126 -1.001 0.4 -1.4 1.4 -0.603
H -8.167 0.303 9.386 0.0 -0.1 0.0 0.211
N 1.940 1.198 0.205 -0.2 -0.6 0.1 0.281
H 1.214 5.325 -6.002 0.0 0.0 0.0 0.221
H -4.959 2.368 10.623 0.0 0.0 0.0 0.164
H -0.661 -1.522 1.239 -0.2 -0.1 -0.2 0.340
O -3.066 0.397 -5.613 -0.2 0.0 -0.1 -0.580
N 4.356 -4.519 -5.473 0.1 0.0 0.0 -0.328
H 6.809 -6.302 1.732 0.0 0.0 0.0 0.217
N -8.638 0.830 8.669 0.0 0.1 0.0 -0.379
C -1.070 -1.203 3.342 -0.1 0.2 -0.7 -1.341
H -4.961 2.945 -5.574 0.0 0.0 0.0 0.159
H -9.512 2.169 6.681 0.0 0.0 0.0 0.157
H -0.407 -0.552 3.898 0.1 -0.1 0.3 0.362
C 3.112 -0.450 -3.244 -0.2 0.2 -0.5 -0.831
O 1.420 3.192 -4.713 0.1 0.0 -0.2 -0.621
H 5.685 -2.511 -7.609 0.0 0.0 0.0 0.235
H 0.236 -6.273 -0.099 0.1 -0.1 -0.2 0.343
N 6.123 3.499 -4.576 0.0 0.0 0.0 -0.353
H -1.361 10.016 -3.988 0.0 0.0 0.0 0.221
N -1.795 9.182 -3.641 0.0 0.0 0.0 -0.424
C -1.032 8.051 -3.604 -0.1 -0.1 0.0 0.681
H -4.786 -0.124 -7.327 0.0 0.0 0.0 0.217
O 4.352 -6.231 2.051 0.0 0.0 0.0 -0.550
C 5.544 2.745 -5.570 -0.1 0.0 0.0 0.546
N 4.733 -7.609 3.811 0.0 0.0 0.0 -0.370
N -4.464 0.952 3.763 -0.1 0.0 -0.1 -0.349
H 3.351 -3.226 1.144 -0.1 -0.1 0.2 0.681
H 1.190 3.737 -2.265 -0.1 0.4 -0.4 0.430
C 1.218 4.309 -4.243 -0.1 0.6 0.6 0.341
N -8.526 1.992 6.668 0.1 0.0 0.0 -0.403
N 1.162 -1.681 2.270 0.0 -0.7 -0.7 -0.402
H 3.718 2.214 -6.278 0.0 0.0 0.0 0.163
N 0.918 -4.412 0.651 0.3 -0.1 -0.2 0.631
H 5.243 -4.168 -7.834 0.0 0.0 0.0 0.144
H -5.684 1.342 -7.149 0.0 0.0 0.0 0.148
C -0.320 -1.897 2.199 0.2 0.7 0.6 -0.034
H 7.147 -7.350 3.065 0.0 0.0 0.0 0.150
```
Positions in Å, forces in eV/Å.